[1]
{"formula": "C23H33Cl5N4O3PTc", "method": "ωB97M-V/def2-TZVPD", "species": ["Tc", "Cl", "C", "C", "Cl", "C", "Cl", "C", "O", "C", "Cl", "C", "Cl", "C", "O", "C", "O", "H", "H", "H", "N", "P", "N", "C", "C", "C", "C", "C", "N", "C", "C", "C", "C", "C", "N", "C", "C", "C", "C", "C", "H", "H", "H", "H", "H", "H", "H", "H", "H", "H", "H", "H", "H", "H", "H", "H", "H", "H", "H", "H", "H", "H", "H", "H", "H", "H", "H", "H", "H", "H"], "coordinates": [[-0.21, 0.08, -0.07], [4.99, -4.52, -1.80], [4.03, -3.25, -1.16], [2.67, -3.19, -1.45], [1.92, -4.36, -2.45], [1.93, -2.15, -0.92], [0.21, -2.01, -1.25], [2.46, -1.16, -0.10], [1.69, -0.20, 0.40], [3.83, -1.24, 0.19], [4.50, -0.03, 1.19], [4.60, -2.27, -0.34], [6.27, -2.34, 0.02], [-0.82, 1.55, 3.90], [-0.81, 0.42, 2.98], [-0.55, 0.69, 1.75], [-0.34, 1.78, 1.21], [-0.75, 1.11, 4.89], [-1.76, 2.09, 3.79], [0.03, 2.19, 3.69], [-1.85, 0.22, -0.73], [-3.37, 0.51, -1.23], [-3.75, 2.09, -1.01], [-3.75, 2.53, 0.40], [-4.78, 3.64, 0.60], [-4.77, 4.61, -0.60], [-3.43, 4.52, -1.33], [-3.28, 3.13, -1.95], [-3.50, 0.23, -2.83], [-4.59, 0.72, -3.68], [-4.04, 1.26, -5.00], [-2.89, 0.38, -5.51], [-2.97, -1.01, -4.90], [-2.76, -0.93, -3.39], [-4.29, -0.54, -0.38], [-4.06, -0.97, 1.01], [-5.18, -0.51, 1.94], [-6.55, -0.92, 1.42], [-6.73, -0.44, -0.02], [-5.60, -0.97, -0.89], [-2.74, 2.88, 0.66], [-3.96, 1.68, 1.05], [-4.55, 4.16, 1.53], [-5.77, 3.20, 0.72], [-4.96, 5.63, -0.26], [-5.57, 4.35, -1.30], [-2.61, 4.73, -0.64], [-3.36, 5.25, -2.13], [-2.25, 2.94, -2.26], [-3.91, 3.09, -2.84], [-5.16, 1.47, -3.13], [-5.28, -0.10, -3.88], [-3.70, 2.29, -4.87], [-4.86, 1.29, -5.72], [-1.93, 0.83, -5.24], [-2.91, 0.33, -6.60], [-2.20, -1.67, -5.31], [-3.93, -1.47, -5.14], [-1.70, -0.79, -3.18], [-3.08, -1.86, -2.90], [-3.09, -0.62, 1.33], [-4.03, -2.06, 1.01], [-5.16, 0.58, 2.06], [-5.00, -0.93, 2.93], [-7.34, -0.53, 2.06], [-6.64, -2.02, 1.44], [-6.74, 0.65, -0.05], [-7.69, -0.78, -0.42], [-5.71, -0.66, -1.92], [-5.62, -2.06, -0.88]], "mulliken_spin": [0.724, 0.000, 0.004, 0.000, 0.000, 0.007, 0.000, -0.006, 0.031, 0.003, 0.001, -0.003, 0.000, -0.001, 0.003, -0.032, 0.041, 0.000, 0.000, 0.000, 0.203, -0.033, 0.017, 0.006, 0.002, 0.000, 0.000, 0.000, 0.045, 0.000, 0.000, 0.000, 0.000, 0.001, 0.004, 0.007, -0.002, 0.000, 0.000, 0.000, -0.002, -0.012, 0.000, 0.000, 0.000, 0.000, 0.000, 0.000, 0.001, 0.000, 0.001, 0.000, 0.000, 0.000, 0.000, 0.000, 0.000, 0.000, -0.002, 0.000, -0.010, 0.002, 0.001, 0.000, 0.000, 0.000, 0.000, 0.000, 0.001, 0.000], "charge": 1, "orbital_gap_ev": [7.023, 7.463], "multiplicity": 2, "de_lowest_kcal_mol": 5.99, "homo_ev": [-10.75, -11.08]}


[2]
{"formula": "C23H33ClF10I2NO13PS2", "method": "ωB97M-V/def2-TZVPD", "species": ["C", "C", "C", "I", "C", "P", "C", "O", "O", "S", "O", "O", "C", "S", "O", "O", "F", "C", "C", "C", "C", "N", "C", "C", "O", "Cl", "C", "I", "C", "F", "F", "C", "F", "F", "C", "F", "F", "C", "F", "F", "F", "H", "H", "H", "H", "H", "H", "H", "H", "H", "H", "H", "H", "H", "H", "H", "H", "H", "H", "H", "H", "H", "C", "O", "C", "O", "O", "C", "H", "H", "H", "H", "H", "H", "C", "O", "C", "O", "O", "C", "H", "H", "H", "H", "H", "H"], "coordinates": [[-1.58, 3.81, -3.81], [-0.58, 2.70, -3.44], [-1.07, 1.33, -2.93], [-2.75, 0.85, -4.22], [-1.37, 1.21, -1.39], [-0.33, 2.69, -0.54], [-1.43, 4.13, -0.77], [-0.53, 2.45, 1.06], [-2.79, 1.60, -1.37], [-3.73, 1.50, -0.12], [-3.17, 2.17, 1.00], [-5.03, 1.82, -0.61], [-3.63, -0.29, 0.11], [-4.99, -0.65, 1.29], [-6.00, -1.30, 0.54], [-5.26, 0.49, 2.08], [-4.38, -1.70, 2.26], [-2.16, -0.79, 0.39], [-2.26, -2.34, 0.50], [-3.37, -3.15, -0.22], [-2.86, -4.55, -0.58], [-3.81, -5.26, -1.44], [-1.77, -0.21, 1.81], [-0.74, -0.75, 2.78], [0.07, -0.06, 3.30], [-0.90, -2.43, 3.36], [-1.14, -0.29, -0.77], [-1.40, -1.80, -2.38], [0.42, -0.45, -0.43], [1.04, 0.27, -1.42], [0.73, 0.13, 0.72], [1.38, -1.74, -0.50], [1.53, -2.22, -1.73], [2.59, -1.13, -0.23], [1.40, -2.85, 0.58], [0.32, -3.63, 0.49], [1.43, -2.25, 1.77], [2.64, -3.81, 0.54], [3.71, -3.25, 1.06], [2.92, -4.31, -0.66], [2.31, -4.84, 1.32], [-1.84, 3.77, -4.87], [-2.47, 3.83, -3.18], [-1.09, 4.77, -3.66], [0.24, 3.08, -2.83], [-0.10, 2.45, -4.39], [-0.27, 0.64, -3.18], [-1.34, 4.68, 0.17], [-1.01, 4.75, -1.55], [-2.48, 3.94, -0.94], [0.22, 2.77, 1.59], [-4.00, -0.65, -0.85], [-2.45, -2.54, 1.54], [-1.31, -2.83, 0.31], [-3.75, -2.70, -1.14], [-4.23, -3.30, 0.43], [-2.75, -5.11, 0.35], [-1.87, -4.46, -1.05], [-4.48, -4.63, -1.85], [-3.33, -5.73, -2.20], [-1.47, 0.82, 1.69], [-2.66, -0.16, 2.44], [-1.57, 4.01, 3.73], [-0.55, 3.77, 4.71], [0.65, 3.47, 4.22], [0.96, 3.42, 3.05], [1.48, 3.25, 5.24], [2.82, 2.91, 4.85], [-2.48, 4.24, 4.29], [-1.31, 4.86, 3.10], [-1.73, 3.13, 3.11], [3.27, 3.71, 4.28], [2.82, 1.99, 4.27], [3.36, 2.76, 5.78], [8.81, -0.23, -2.00], [7.41, -0.18, -2.30], [6.77, -1.33, -2.07], [7.26, -2.35, -1.66], [5.48, -1.16, -2.38], [4.67, -2.32, -2.19], [9.19, 0.76, -2.23], [8.97, -0.46, -0.95], [9.31, -0.97, -2.62], [4.70, -2.63, -1.15], [5.03, -3.13, -2.82], [3.66, -2.06, -2.47]], "lowdin_charge": [-0.179, -0.359, -0.685, 0.951, -0.455, 1.016, -0.223, -0.363, -0.371, 0.576, -0.230, -0.210, -0.279, 0.650, -0.212, -0.218, -0.127, -0.339, -0.257, -0.264, -0.306, 0.003, -0.106, -0.740, 0.072, 0.759, -0.360, 1.262, -0.433, 0.053, 0.132, -0.330, 0.071, 0.115, -0.351, 0.118, 0.128, -0.560, 0.204, 0.195, 0.183, 0.054, 0.053, 0.072, 0.064, 0.106, 0.029, 0.053, 0.029, 0.041, 0.030, 0.108, 0.045, 0.055, 0.052, 0.105, 0.117, 0.068, 0.059, 0.061, 0.075, 0.120, -0.008, 0.025, -0.596, 0.094, 0.022, -0.024, 0.100, 0.100, 0.076, 0.098, 0.099, 0.096, -0.039, 0.004, -0.622, 0.126, 0.018, -0.039, 0.093, 0.097, 0.097, 0.075, 0.108, 0.077], "orbital_gap_ev": 8.221, "homo_ev": -8.96}


[3]
{"formula": "C23H33ClN2O3P2V", "method": "ωB97M-V/def2-TZVPD", "species": ["V", "Cl", "C", "C", "C", "C", "O", "C", "C", "O", "C", "H", "H", "H", "H", "C", "P", "C", "C", "C", "C", "C", "C", "C", "P", "C", "C", "H", "H", "H", "H", "H", "H", "H", "H", "H", "H", "H", "H", "H", "H", "H", "H", "C", "N", "C", "C", "C", "N", "C", "C", "O", "H", "H", "H", "H", "H", "H", "H", "H", "H", "H", "H", "H", "H"], "coordinates": [[-0.41, -0.20, -0.68], [5.97, -1.92, -3.83], [4.64, -1.29, -2.94], [4.83, -0.22, -2.08], [3.74, 0.29, -1.36], [2.44, -0.24, -1.47], [1.46, 0.24, -0.81], [2.31, -1.33, -2.35], [0.97, -1.96, -2.53], [-0.04, -1.59, -1.95], [3.38, -1.86, -3.09], [5.80, 0.24, -1.96], [3.90, 1.13, -0.69], [0.93, -2.80, -3.24], [3.23, -2.69, -3.76], [-0.40, 3.98, -1.05], [-0.53, 2.20, -0.70], [0.77, 2.26, 0.68], [-2.25, 2.10, -0.31], [-2.83, 2.97, 0.63], [-4.19, 2.87, 0.94], [-4.98, 1.91, 0.33], [-4.42, 1.02, -0.59], [-3.06, 1.11, -0.93], [-2.34, -0.02, -2.09], [-3.54, 0.15, -3.46], [-2.62, -1.88, -1.93], [-0.66, 4.61, -0.17], [-1.10, 4.21, -1.88], [0.63, 4.24, -1.37], [0.61, 3.15, 1.32], [1.79, 2.29, 0.24], [0.67, 1.35, 1.31], [-2.23, 3.71, 1.14], [-4.62, 3.55, 1.67], [-6.03, 1.83, 0.59], [-5.06, 0.26, -1.03], [-4.56, -0.16, -3.17], [-3.22, -0.46, -4.33], [-3.54, 1.22, -3.76], [-3.70, -2.12, -2.00], [-2.25, -2.21, -0.93], [-2.07, -2.42, -2.72], [1.03, -2.19, 0.19], [1.06, -1.85, 1.60], [1.95, -2.63, 2.44], [1.59, -2.50, 3.90], [1.58, -1.02, 4.23], [0.69, -0.29, 3.34], [0.28, 1.03, 3.77], [0.55, -0.62, 2.00], [-0.02, 0.13, 1.20], [0.88, -3.26, 0.08], [1.99, -1.90, -0.25], [0.23, -1.67, -0.33], [2.98, -2.28, 2.26], [1.89, -3.68, 2.14], [2.31, -3.03, 4.53], [0.60, -2.93, 4.08], [2.58, -0.59, 4.14], [1.23, -0.88, 5.26], [-0.11, 0.97, 4.79], [-0.50, 1.44, 3.13], [1.14, 1.70, 3.75], [-1.37, -1.50, 0.01]], "mulliken_spin": [1.362, 0.000, -0.001, 0.000, 0.006, -0.024, -0.073, 0.026, 0.018, 0.028, 0.001, 0.000, 0.000, 0.000, 0.000, 0.004, -0.054, 0.024, -0.019, 0.012, -0.002, -0.002, -0.004, -0.003, -0.043, 0.003, -0.003, -0.003, 0.000, 0.000, -0.002, 0.000, -0.007, 0.001, 0.000, 0.000, 0.000, -0.003, -0.001, 0.000, -0.002, 0.019, 0.003, 0.039, -0.004, -0.003, 0.001, -0.001, 0.006, 0.000, 0.019, -0.042, 0.003, 0.000, -0.083, 0.000, 0.000, 0.000, 0.000, 0.000, 0.000, 0.000, 0.000, 0.000, -0.197], "charge": 2, "orbital_gap_ev": [5.885, 6.798], "multiplicity": 2, "homo_ev": [-13.61, -13.68]}


[4]
{"formula": "C23H33FN2O", "method": "ωB97M-V/def2-TZVPD", "species": ["C", "C", "C", "C", "C", "C", "C", "C", "C", "C", "C", "F", "C", "C", "C", "C", "C", "C", "C", "C", "C", "C", "O", "H", "H", "H", "H", "H", "H", "H", "H", "H", "H", "H", "H", "H", "H", "H", "H", "H", "H", "H", "H", "H", "H", "H", "H", "H", "C", "N", "C", "N", "H", "H", "H", "H", "H", "H", "H", "H"], "coordinates": [[0.70, 4.26, -0.90], [-0.40, 3.58, -0.06], [-0.18, 3.90, 1.42], [-1.76, 4.12, -0.53], [-0.28, 2.07, -0.25], [0.10, 1.19, 0.74], [0.23, -0.18, 0.47], [0.45, -1.04, 1.70], [0.11, -2.51, 1.43], [-1.07, -2.84, 0.73], [-1.53, -4.15, 0.74], [-2.76, -4.39, 0.16], [-0.84, -5.20, 1.33], [0.34, -4.85, 2.01], [0.80, -3.54, 2.04], [0.02, -0.69, -0.84], [-0.52, 0.10, -1.84], [-1.02, -0.42, -3.20], [-2.39, 0.18, -3.58], [-1.16, -1.94, -3.18], [-0.03, 0.02, -4.29], [-0.49, 1.55, -1.60], [-0.71, 2.32, -2.57], [0.52, 4.04, -1.96], [0.68, 5.34, -0.77], [1.69, 3.88, -0.61], [-0.93, 3.37, 2.02], [0.84, 3.61, 1.71], [-0.30, 4.97, 1.60], [-2.58, 3.64, 0.02], [-1.80, 5.20, -0.37], [-1.89, 3.93, -1.60], [0.21, 1.55, 1.79], [-0.17, -0.75, 2.67], [-1.62, -2.06, 0.21], [-1.25, -6.21, 1.29], [0.88, -5.65, 2.49], [1.74, -3.38, 2.53], [0.14, -1.76, -1.03], [-2.33, 1.27, -3.63], [-2.65, -0.18, -4.58], [-3.17, -0.13, -2.88], [-0.18, -2.42, -3.05], [-1.85, -2.26, -2.39], [-1.58, -2.27, -4.14], [0.97, -0.40, -4.10], [-0.38, -0.31, -5.27], [0.02, 1.11, -4.30], [2.63, -1.62, 3.24], [1.72, -0.62, 2.66], [2.62, 0.13, 1.77], [1.49, 0.27, 3.83], [3.00, -2.21, 2.41], [3.43, -1.01, 3.68], [2.17, -2.22, 4.00], [3.09, -0.55, 1.07], [2.15, 0.90, 1.20], [3.33, 0.56, 2.45], [0.76, 0.93, 3.55], [1.03, -0.23, 4.58]], "lowdin_charge": [-0.047, -0.551, -0.081, -0.043, -0.082, -0.053, -0.239, -0.082, -0.160, 0.037, -0.229, 0.041, 0.000, -0.058, -0.061, -0.020, -0.076, -0.544, -0.049, -0.068, -0.052, -0.310, -0.063, 0.077, 0.081, 0.085, 0.084, 0.080, 0.085, 0.087, 0.080, 0.077, 0.084, 0.171, 0.132, 0.121, 0.105, 0.057, 0.104, 0.075, 0.079, 0.086, 0.082, 0.082, 0.084, 0.087, 0.079, 0.077, -0.055, -0.298, -0.028, 0.123, 0.100, 0.108, 0.103, 0.122, 0.076, 0.101, 0.093, 0.105], "orbital_gap_ev": 6.275, "smiles": "CC(C)(C)c1cc([C@@H](c2cccc(F)c2)[N+](C)(C)N)cc(C(C)(C)C)c1[O-]", "homo_ev": -6.40}